# 1
This record from OMol25 describes a 11-piece molecular cluster, C38H64O28S2 overall. The level of theory is ωB97M-V/def2-TZVPD.

Properties
LUMO	2.3	eV
orbital gap	1.686	eV
E	-4389.204356	Eh
net charge	-2
E_HOMO	0.61	eV

Positions of all 132 atoms, in Å:
C (-4.12, 4.56, 6.40)
H (7.76, 2.37, -0.73)
H (3.52, -0.47, -8.18)
C (-6.36, 1.97, -2.69)
H (1.70, 1.46, 7.14)
H (-3.66, 3.37, 3.64)
C (-0.14, -8.62, -2.74)
C (-3.54, 5.41, 4.36)
O (-3.38, -5.45, 4.82)
C (-4.62, -5.87, 4.51)
H (4.38, -2.49, -9.62)
O (-1.33, -1.31, -2.15)
O (0.96, -10.44, -5.39)
H (-2.64, 7.29, 3.74)
C (1.31, 3.60, 8.83)
H (9.39, 2.00, -1.05)
H (2.47, 6.66, -4.78)
O (0.26, 8.50, -1.60)
O (8.41, 3.29, 4.65)
H (-5.75, 1.16, -3.09)
H (1.75, 4.46, 9.33)
C (-3.26, 3.92, 4.50)
O (0.64, 0.71, 0.72)
C (7.07, 3.29, 4.95)
H (-3.08, -4.38, 6.60)
C (0.66, 7.19, -1.80)
C (-4.98, -3.90, 5.63)
O (-3.95, 3.51, 5.62)
O (-4.36, -5.69, -7.99)
C (1.38, 1.08, 8.12)
H (8.56, 0.11, 0.25)
O (9.10, -0.67, -1.62)
H (-1.98, 6.55, 5.27)
H (1.46, 3.78, 7.76)
H (-3.94, -6.71, -6.33)
O (-6.33, -5.04, -7.30)
O (-4.05, 5.70, 5.65)
O (-8.47, 2.33, -1.73)
C (8.27, 0.20, -0.80)
C (6.71, 4.79, 5.00)
S (5.29, -1.87, -7.44)
H (1.52, 6.91, -1.19)
H (0.35, 0.91, -1.30)
H (3.03, 6.79, -3.18)
S (2.14, 2.07, 9.44)
C (-5.48, -4.99, -6.16)
C (-7.26, 1.69, -1.46)
H (-6.32, -6.81, -5.12)
H (-6.64, -3.61, 7.09)
H (-6.73, -0.34, -0.94)
O (8.02, 5.37, 4.88)
C (-5.58, -3.85, 7.04)
O (1.29, 1.71, 10.64)
H (6.39, -0.48, 0.02)
H (-5.63, -5.63, -4.13)
O (7.32, -1.78, -1.41)
H (8.30, 1.79, -2.37)
H (-5.40, -4.73, 7.66)
O (-5.99, -5.39, -9.51)
H (-2.20, 3.74, 4.68)
H (-5.17, -3.01, 7.60)
O (-0.17, -9.73, -3.53)
O (10.20, 4.67, 4.74)
C (8.38, 1.67, -1.28)
H (-3.30, -5.17, -6.35)
O (-4.92, -6.92, 3.95)
O (6.31, -0.91, -7.97)
H (-8.11, -0.20, -2.20)
H (-5.12, -2.96, 5.10)
H (-6.83, 2.02, -0.51)
O (1.55, -8.51, -4.31)
H (6.38, 0.10, -1.63)
C (-0.11, 0.44, -0.43)
C (2.18, 6.44, -3.76)
C (6.96, -0.48, -0.91)
H (7.04, 2.82, 5.93)
H (0.14, -1.73, -0.72)
C (3.72, -0.99, -7.24)
H (1.73, -7.66, -2.41)
O (-4.36, 4.48, 7.64)
H (-2.91, -3.44, 5.13)
H (-0.20, 6.54, -1.66)
O (-5.52, -5.04, 4.94)
H (5.56, -3.60, -9.06)
H (-5.22, -3.94, -6.02)
O (-7.33, 2.38, -3.61)
H (1.94, 5.38, -3.66)
H (0.13, -8.15, -0.62)
O (0.88, 8.44, -3.74)
C (4.73, -2.99, -8.72)
C (-3.49, -4.24, 5.60)
H (-1.26, -9.18, -0.99)
C (-0.67, -1.02, -0.91)
C (-5.62, -5.38, -8.32)
H (-1.07, -8.07, -2.91)
H (-1.42, 6.05, 3.73)
C (5.75, 5.23, 3.96)
H (0.31, 1.28, 8.20)
H (3.84, -0.24, -6.46)
C (0.92, 7.12, -3.28)
O (0.14, 10.37, -2.84)
C (0.34, 9.19, -2.72)
C (-2.32, 6.38, 4.24)
H (-8.40, -0.02, -0.59)
O (-9.53, 2.93, -3.70)
H (0.04, 6.76, -3.81)
H (0.46, -9.78, -0.95)
H (0.26, 3.62, 9.14)
C (8.63, -1.92, -1.68)
H (-4.32, 5.57, 3.62)
H (6.25, 5.10, 3.00)
O (9.29, -2.90, -1.92)
H (4.81, 4.71, 4.13)
C (8.99, 4.46, 4.80)
C (-0.22, -8.97, -1.25)
H (-0.98, 1.10, -0.39)
C (-7.61, 0.19, -1.31)
C (-4.21, -5.69, -6.62)
H (6.45, 2.66, 4.32)
H (-7.17, -5.32, -4.90)
C (-8.56, 2.56, -3.07)
H (2.85, -1.61, -7.04)
C (-6.17, -5.73, -5.07)
H (1.76, 0.07, 8.23)
C (1.01, -7.72, -3.23)
C (0.82, -9.63, -4.43)
H (-1.46, -1.19, -0.18)
H (6.30, 4.89, 6.01)
H (0.66, -6.70, -3.39)
H (3.92, -3.69, -8.49)
H (-5.77, 2.83, -2.38)
H (5.60, 6.31, 4.01)

# 2
This record from OMol25 describes C38H66BaN6O4PS6Si2Te as an isolated structure. The level of theory is ωB97M-V/def2-TZVPD.

Properties
LUMO (spin up / spin down)	3.7 / 3.6	eV
orbital gap (spin up / spin down)	3.729 / 5.270	eV
multiplicity	2
E	-5720.205933	Eh
net charge	-2
E_HOMO (spin up / spin down)	-0.08 / -1.62	eV

Positions of all 125 atoms, in Å:
H (-3.93, 5.24, -1.34)
S (-3.74, 3.50, -2.97)
C (-5.33, 1.98, -1.17)
C (3.67, -4.91, -1.98)
O (2.42, 1.41, -4.61)
O (0.20, 1.89, -5.87)
H (0.95, -1.06, 6.16)
H (-1.49, 6.02, -1.34)
H (-5.17, 1.05, -1.72)
H (-3.44, -3.79, -2.31)
H (-2.26, 2.43, 3.96)
H (3.52, 3.01, -6.44)
H (3.58, -3.83, -2.08)
C (8.28, -1.80, 0.61)
H (4.76, 2.64, -0.43)
H (2.47, 3.24, 3.23)
H (1.97, -7.80, 0.26)
H (-3.27, 5.84, -2.85)
H (8.31, -1.29, -0.34)
H (7.83, 0.95, -2.90)
C (6.83, 0.91, -2.48)
H (1.21, 0.11, -8.55)
H (-0.75, -4.79, 2.05)
C (0.25, -1.81, 2.91)
C (6.60, -2.65, 3.02)
H (0.16, -5.37, -0.06)
H (-1.49, -4.11, 0.36)
C (2.63, -7.41, -0.51)
C (-4.15, 3.57, 0.86)
C (0.05, 2.42, 2.48)
H (2.58, 0.47, 4.97)
C (0.20, -1.85, 4.33)
H (-2.09, -4.61, -1.77)
H (5.28, -2.13, -0.77)
H (4.01, -0.97, -2.57)
C (-5.32, 3.16, -2.15)
H (0.11, 2.97, 3.42)
Si (6.53, -1.77, 1.34)
H (6.51, 0.68, 0.88)
S (1.76, -1.51, -2.16)
S (0.17, 2.50, -3.04)
H (-0.52, -2.50, 4.83)
H (1.91, 4.46, 2.08)
H (-5.66, 4.08, -1.67)
P (0.78, 1.16, -4.43)
H (2.44, -5.04, 1.89)
Ba (-0.31, 0.28, -0.64)
H (-4.87, 4.16, 0.28)
H (5.64, -3.68, -0.02)
C (1.35, 0.83, -7.74)
H (5.62, -2.64, 3.50)
C (5.12, 1.87, -1.10)
H (4.92, 0.15, 1.39)
S (-4.04, 1.91, 0.10)
C (3.10, 2.63, -4.36)
O (1.99, -0.13, -1.03)
H (-0.70, -4.12, 3.65)
C (5.97, -0.12, -2.81)
H (-1.11, 4.61, -2.34)
H (-0.71, 1.45, -7.61)
H (8.99, -1.31, 1.28)
C (5.99, 0.02, 1.57)
H (4.12, 2.35, -4.07)
H (2.30, -7.82, -1.47)
H (-6.05, 2.94, -2.93)
C (-2.81, 4.32, 0.99)
H (-4.58, 3.46, 1.86)
H (-2.94, 0.98, 3.17)
C (-3.20, 5.02, -2.13)
C (1.90, -0.19, 4.43)
C (-1.07, 1.60, 2.33)
N (-2.89, -4.05, -1.51)
H (7.05, 2.73, -1.36)
H (3.20, 3.33, 1.61)
H (2.14, 0.47, -7.08)
N (1.37, 1.75, 0.60)
N (-0.96, -2.20, 0.89)
C (2.89, 0.82, -0.81)
C (4.24, 0.82, -1.42)
N (1.11, -0.95, 2.28)
H (3.34, -5.37, -2.91)
O (-1.36, 0.94, 1.30)
N (-1.69, -3.13, 0.19)
H (4.73, -5.16, -1.83)
H (-6.33, 1.92, -0.72)
H (3.72, 4.42, -5.38)
C (1.21, 2.49, 1.66)
C (3.11, 3.54, -5.58)
C (0.06, 1.01, -6.96)
H (6.29, -0.90, -3.49)
C (2.28, 3.43, 2.17)
C (-2.53, -2.88, -0.81)
C (3.17, -4.83, 1.11)
H (7.31, -2.15, 3.68)
H (-0.31, 0.04, -6.62)
H (-2.19, -4.01, 2.70)
H (-1.56, 0.84, 4.28)
S (-3.20, -1.41, -1.22)
H (0.45, -5.31, -1.80)
C (1.01, -1.04, 5.08)
C (5.35, -2.65, 0.18)
H (8.62, -2.83, 0.45)
H (1.68, 1.78, -8.17)
H (-3.00, 5.39, 0.96)
H (2.09, 3.85, -5.82)
C (0.81, -4.96, -0.83)
H (2.62, 3.13, -3.51)
H (3.64, -7.78, -0.31)
H (6.18, 0.37, 2.59)
C (6.39, 1.91, -1.62)
H (-2.38, 4.09, 1.97)
H (2.58, 0.43, 2.50)
H (0.74, -3.87, -0.82)
H (4.13, -5.22, 1.46)
C (1.89, -0.20, 3.04)
H (6.91, -3.69, 2.91)
N (2.64, 1.78, 0.03)
S (-1.47, 3.92, -0.15)
C (4.68, -0.17, -2.29)
Si (2.59, -5.50, -0.55)
C (-2.03, 1.47, 3.51)
C (-0.60, -2.63, 2.11)
C (-1.79, 4.99, -1.58)
Te (3.35, -2.68, 1.00)
C (-1.09, -3.94, 2.66)

# 3
This record from OMol25 describes a 10-piece molecular cluster, C38H67N5O12 overall. The level of theory is ωB97M-V/def2-TZVPD.

Properties
LUMO	0.3	eV
orbital gap	10.416	eV
SMILES string	CCOC(C)=O.CCOC(C)=O.CCOC(C)=O.O=C1OCCO1.O=C1OCCO1.CCCC#N.CCCC#N.CCCC#N.CCCC#N.CCCC#N
E	-2664.672817	Eh
E_HOMO	-10.08	eV

Positions of all 122 atoms, in Å:
H (-5.60, -2.37, 11.84)
N (-18.84, 4.23, 11.22)
O (-2.42, 7.43, 20.19)
H (-4.02, 2.21, 9.02)
H (-14.05, 16.40, 6.64)
H (-8.75, 12.23, 14.20)
O (-5.33, 0.48, 10.11)
H (-5.32, 3.36, 8.44)
H (-1.26, 7.11, 18.61)
H (-12.77, 17.51, 6.60)
C (-13.73, 17.34, 18.25)
H (-4.19, -1.52, 11.08)
C (-12.43, 14.10, 7.22)
C (-1.75, 18.46, 14.91)
C (-0.45, 8.68, 19.95)
C (-15.35, 20.66, 17.80)
C (-17.90, 7.97, 16.99)
H (-15.15, 21.56, 18.39)
N (-6.15, 8.38, 13.31)
H (-8.82, 3.85, 18.04)
O (-7.57, 12.58, 21.15)
O (-8.04, 14.65, 21.48)
H (-13.58, 16.01, 9.14)
C (-8.45, 9.19, 12.43)
H (-16.98, 8.40, 19.35)
C (-6.85, 1.47, 20.90)
C (-16.99, 7.32, 19.22)
H (-0.67, 9.75, 20.05)
H (-10.11, 1.60, 18.02)
C (0.11, 20.11, 14.43)
H (-7.42, 11.12, 14.04)
C (-8.31, 11.48, 13.53)
H (-5.19, 1.76, 7.72)
H (-15.92, 4.90, 10.39)
H (-15.45, 5.70, 18.70)
H (-9.31, 3.23, 16.47)
C (-9.04, 1.70, 17.91)
C (-1.63, 7.32, 21.26)
C (-18.01, 6.98, 18.07)
H (-13.55, 17.43, 19.32)
H (-1.78, 20.42, 15.60)
C (-1.62, 7.98, 19.17)
H (0.55, 8.53, 19.53)
O (-6.44, 0.81, 18.66)
N (-17.76, 8.67, 16.08)
H (-15.77, 2.55, 10.64)
H (-7.01, -0.48, 10.84)
C (-1.42, 19.88, 14.73)
C (-16.22, 4.46, 11.35)
H (2.07, 19.80, 15.19)
C (-15.57, 6.76, 18.90)
H (-7.38, 0.85, 21.62)
H (-17.33, 6.93, 20.18)
H (-16.39, 20.31, 17.86)
C (-9.19, 10.26, 13.24)
H (-12.78, 17.39, 17.71)
H (1.07, 18.40, 15.39)
H (-15.08, 20.84, 16.76)
H (-6.88, 2.51, 21.24)
H (-1.97, 20.23, 13.85)
H (-6.06, 15.14, 21.76)
H (-11.10, 15.75, 7.12)
H (-5.57, -2.17, 10.11)
H (-2.16, 8.65, 18.50)
H (0.89, 19.80, 16.44)
H (-15.04, 15.61, 18.63)
H (-8.02, 12.04, 12.64)
H (-13.88, 17.66, 8.86)
H (-18.99, 7.04, 18.54)
H (-14.41, 3.24, 11.48)
C (-13.11, 16.62, 7.14)
H (-5.84, 1.15, 21.14)
C (-14.41, 16.04, 17.85)
C (-7.17, 8.72, 12.96)
O (-13.53, 19.91, 19.03)
H (-8.22, 9.58, 11.44)
C (-6.73, 14.78, 20.97)
C (-15.49, 3.14, 11.51)
C (-14.38, 19.61, 18.20)
C (-5.95, -0.37, 11.05)
C (-6.40, 13.29, 20.82)
C (-5.98, 1.60, 9.60)
H (-9.43, 9.80, 14.20)
H (-12.17, 17.15, 9.03)
H (-9.09, 8.31, 12.38)
C (-17.70, 4.35, 11.31)
H (-13.73, 15.20, 17.69)
H (-5.83, -0.01, 12.07)
C (-5.27, -1.70, 11.04)
C (-13.15, 16.88, 8.64)
C (-5.04, 2.32, 8.64)
C (1.05, 19.49, 15.41)
O (-8.54, 1.68, 19.21)
H (0.42, 19.70, 13.46)
N (-2.06, 17.37, 15.06)
H (-7.62, 3.13, 17.10)
C (-8.38, 13.39, 21.79)
O (-9.43, 13.04, 22.35)
H (-6.02, 13.06, 19.82)
H (-8.72, 0.84, 17.32)
H (-15.46, 1.46, 12.72)
H (-12.06, 15.54, 5.73)
N (-12.65, 13.01, 7.54)
H (-15.27, 7.34, 18.02)
H (-14.93, 7.02, 19.75)
C (-15.92, 2.44, 12.83)
O (-14.55, 18.37, 17.70)
O (-1.98, 6.69, 22.28)
H (0.33, 21.18, 14.50)
H (-15.53, 3.01, 13.68)
H (-15.84, 5.17, 12.09)
H (-6.50, 15.41, 20.11)
C (-8.68, 3.03, 17.33)
H (-16.96, 2.14, 12.84)
H (-15.01, 16.09, 16.95)
O (-0.56, 8.06, 21.17)
H (-17.97, 6.03, 17.54)
H (-5.58, 13.01, 21.47)
H (-10.10, 10.52, 12.69)
O (-7.13, 2.01, 9.77)
C (-12.12, 15.51, 6.82)
C (-7.22, 1.30, 19.47)

# 4
This record from OMol25 describes C38H70BN6PSiTi as an isolated structure. The level of theory is ωB97M-V/def2-TZVPD.

Properties
LUMO (spin up / spin down)	0.7 / 0.7	eV
orbital gap (spin up / spin down)	6.577 / 8.887	eV
multiplicity	3
relative energy (zero: lowest compared OMol25 entry of this formula, charge and spin)	0.000	eV
E	-3323.819062	Eh
E_HOMO (spin up / spin down)	-5.92 / -8.23	eV

Positions of all 118 atoms, in Å:
C (2.17, 0.63, -4.16)
H (1.27, -4.65, 2.41)
H (-4.84, -2.28, 1.50)
C (0.34, 3.87, -1.04)
H (5.79, 0.70, -0.34)
H (2.66, -1.44, -4.56)
H (3.64, -2.09, 1.04)
C (-0.82, 0.06, 6.92)
H (1.34, 1.31, -4.38)
H (-2.08, -2.81, 1.83)
H (-2.11, -3.32, 5.17)
H (0.86, -3.34, -2.36)
H (-4.57, -0.03, -2.07)
H (0.08, 0.68, 6.91)
H (-3.87, -2.71, 0.08)
C (-0.92, -3.12, -1.13)
H (2.42, -1.03, 1.76)
N (0.05, 2.55, -0.90)
C (-1.56, -4.89, 1.49)
C (0.78, 4.62, -2.28)
H (-5.32, -1.71, -0.10)
H (4.48, 0.21, -2.37)
C (-1.43, 2.92, 3.11)
H (-1.13, 2.16, -4.74)
H (-0.69, -5.50, 1.25)
N (-0.13, 2.29, 0.44)
C (0.31, 4.45, 0.21)
C (-3.55, 0.10, -1.76)
C (-2.52, 0.59, -2.54)
H (-0.10, 4.56, 2.85)
N (-1.69, 0.09, -0.56)
H (-2.81, -0.87, 1.46)
H (-0.41, 3.82, -3.91)
H (4.28, 0.52, -4.67)
H (0.77, -2.75, 7.28)
C (-4.47, 0.47, 1.36)
H (-1.88, -2.60, -1.18)
C (-2.08, -0.36, -4.80)
B (-0.04, 1.39, -1.95)
H (3.71, 2.16, -4.37)
N (-1.38, 0.59, -1.79)
H (4.04, -1.11, 2.45)
H (-1.49, 1.85, 2.90)
H (-2.48, -2.73, 6.79)
H (2.11, -3.22, -0.17)
H (-2.27, -5.00, 0.67)
H (0.86, -3.36, 5.62)
C (0.82, -2.45, 6.23)
C (1.92, -3.97, 1.85)
H (-0.99, -0.28, 7.94)
C (3.44, 1.20, -4.80)
C (1.10, 2.84, 3.27)
H (2.46, 4.71, -3.64)
Si (-0.65, -1.39, 5.73)
H (-0.02, 1.85, -3.04)
H (0.05, 5.51, -4.10)
H (0.48, 5.49, 0.44)
H (-1.66, 0.70, 6.63)
H (-0.59, -2.93, -3.27)
C (5.42, -0.14, 0.25)
C (0.01, 3.42, 1.11)
H (-1.00, -0.40, -4.67)
H (-3.07, -1.85, 5.38)
H (6.02, -0.20, 1.16)
C (-2.23, -2.42, 5.78)
C (2.10, 4.08, -2.82)
H (-1.24, 5.06, -2.97)
C (3.95, 0.01, 0.60)
H (3.29, 1.33, -5.87)
H (-2.02, -5.31, 2.38)
C (-2.98, -0.18, -0.51)
C (-0.06, -2.75, -2.33)
C (3.48, 0.28, -1.97)
H (1.97, 3.07, -3.21)
H (-2.65, 2.28, -5.59)
C (-0.26, -0.47, 2.85)
Ti (0.01, 0.09, 0.75)
H (-2.28, -0.25, -5.87)
H (-0.65, -3.29, 2.66)
C (-2.68, 0.81, -4.03)
C (1.36, -3.71, 0.45)
H (3.83, 0.95, 1.16)
H (1.12, -4.66, -0.04)
H (1.11, 3.06, 4.34)
N (1.78, 0.27, -0.53)
H (-1.13, -4.19, -1.13)
C (-1.19, -3.43, 1.72)
H (0.22, -1.70, -2.30)
H (2.03, 3.20, 2.83)
H (-4.90, 0.15, 2.32)
H (-5.29, 0.74, 0.70)
C (-4.46, -1.91, 0.54)
H (1.04, 1.75, 3.16)
C (-2.21, 2.14, -4.61)
H (-1.51, 3.04, 4.19)
H (2.86, 4.04, -2.05)
C (-0.11, 3.50, 2.60)
P (-0.13, -2.61, 0.45)
C (3.10, 0.15, -0.63)
C (3.48, -1.12, 1.51)
H (0.93, -1.15, -4.36)
N (1.28, 0.52, -1.79)
C (-3.62, -0.65, 0.76)
H (1.75, -1.91, 6.08)
C (2.32, 0.51, -2.67)
H (1.74, -0.65, -5.86)
H (2.90, -4.44, 1.80)
H (-2.49, 2.98, -3.98)
C (-0.27, 4.76, -3.38)
C (1.85, -0.73, -4.77)
C (-0.40, -0.79, 4.02)
H (-3.76, 0.78, -4.17)
H (5.59, -1.06, -0.32)
H (-2.28, 3.42, 2.64)
H (-2.49, -1.31, -4.47)
H (-3.87, 1.36, 1.54)
H (2.01, -3.05, 2.43)
H (0.97, 5.63, -1.90)

Number 1: molar mass 1033.0 g/mol. Number 2: molar mass 1215.5 g/mol. Number 3: molar mass 786.0 g/mol. Number 4: molar mass 728.8 g/mol.